This record from the OMol25 dataset describes a molecular structure, C41H59Cl2HgN11PS3Se at a distorted geometry. The level of theory is the ωB97M-V functional and the def2-TZVPD basis.

ORCA input file:
```
! RIJCOSX wB97M-V def2-TZVPD def2/J DEFGRID3
* xyz -2 2
Hg 0.2245 -0.4369 0.1402
Cl -0.5204 -3.5792 0.3966
C -2.0737 -3.4476 -0.4201
Cl -3.0813 -4.9039 -0.2017
H -1.8842 -3.3268 -1.4785
H -2.5862 -2.5883 -0.0045
C 3.3889 4.9195 -2.4636
C 2.4400 4.6035 -3.6225
C 2.7961 3.3280 -4.3917
C 2.4651 2.0173 -3.6711
N 3.3877 1.6965 -2.6094
C 3.0783 1.6795 -1.2480
Se 1.4309 2.0492 -0.4822
N 4.2412 1.2330 -0.6142
C 4.3518 0.8784 0.7872
C 5.3582 1.7438 1.5473
C 5.0555 3.2400 1.5258
C 3.7729 3.6038 2.2738
C 5.2006 0.9293 -1.5509
C 6.4790 0.3915 -1.4233
C 7.2013 0.1501 -2.6166
C 6.6675 0.4326 -3.8547
C 5.3703 0.9842 -3.9893
C 4.6600 1.2242 -2.8153
H 3.1665 5.9009 -2.0368
H 4.4300 4.9160 -2.8003
H 3.2853 4.1824 -1.6666
H 2.4419 5.4421 -4.3268
H 1.4219 4.5121 -3.2295
H 3.8645 3.3398 -4.6342
H 2.2491 3.3187 -5.3408
H 2.4768 1.1984 -4.3957
H 1.4741 2.0647 -3.2247
H 4.6527 -0.1721 0.8538
H 3.3574 0.9616 1.2213
H 6.3536 1.5734 1.1279
H 5.3745 1.3932 2.5845
H 4.9894 3.5801 0.4874
H 5.9019 3.7652 1.9789
H 2.8912 3.2566 1.7324
H 3.6862 4.6874 2.3995
H 3.7658 3.1447 3.2687
H 6.8879 0.1223 -0.4588
H 8.1944 -0.2790 -2.5513
H 7.2387 0.2003 -4.7463
H 4.9340 1.1697 -4.9631
S 1.0688 -4.0410 -6.4117
C 1.3497 -3.6811 -4.8068
S 1.9355 -2.1510 -4.2456
C 1.7397 -2.6446 -2.5482
N 1.2919 -3.8562 -2.4655
N 1.1106 -4.4404 -3.7085
C 0.6460 -5.7884 -3.6714
C 1.0295 -6.7290 -4.6185
C 0.5613 -8.0312 -4.5147
C -0.2821 -8.4059 -3.4794
C -0.6460 -7.4650 -2.5256
C -0.1798 -6.1639 -2.6135
S 2.1519 -1.6168 -1.2475
H 1.6861 -6.4429 -5.4238
H 0.8703 -8.7666 -5.2488
H -0.6394 -9.4260 -3.4071
H -1.2961 -7.7424 -1.7050
H -0.4276 -5.4237 -1.8647
N -1.8746 -0.3683 0.3364
P -2.8282 0.3360 1.2880
N -2.4216 1.8129 2.0090
C -1.0300 2.1745 2.2641
C -0.7518 2.3345 3.7555
C -1.6865 3.3886 4.3486
C -3.1396 3.0027 4.0674
C -3.3583 2.7736 2.5701
N -3.4035 -0.6985 2.5140
C -4.4934 -0.3813 3.4151
C -5.2302 -1.6629 3.8104
C -4.2489 -2.6367 4.4664
C -3.0804 -2.9103 3.5176
C -2.4182 -1.5959 3.1175
N -4.3311 0.7833 0.5872
C -4.1821 1.8084 -0.4563
C -5.5551 2.3728 -0.8131
C -6.4687 1.2459 -1.2975
C -6.5295 0.1343 -0.2485
C -5.1147 -0.3434 0.0684
H -0.7927 3.1183 1.7545
H -0.3785 1.4097 1.8600
H 0.2946 2.6145 3.8993
H -0.9123 1.3706 4.2499
H -1.4708 4.3571 3.8815
H -1.5218 3.4947 5.4241
H -3.8245 3.7841 4.4142
H -3.3731 2.0858 4.6130
H -3.2139 3.7420 2.0613
H -4.3752 2.4399 2.3731
H -5.1692 0.3259 2.9340
H -4.1143 0.0801 4.3423
H -5.6550 -2.1245 2.9133
H -6.0530 -1.4199 4.4904
H -4.7532 -3.5672 4.7436
H -3.8640 -2.1819 5.3866
H -3.4509 -3.4067 2.6151
H -2.3428 -3.5648 3.9892
H -1.6177 -1.7615 2.3988
H -1.9710 -1.1363 4.0162
H -3.7119 1.3824 -1.3537
H -3.5187 2.5904 -0.0882
H -5.4554 3.1426 -1.5836
H -5.9860 2.8372 0.0803
H -6.0479 0.8288 -2.2197
H -7.4684 1.6241 -1.5300
H -7.1425 -0.6978 -0.6062
H -6.9822 0.5212 0.6704
H -4.6566 -0.7502 -0.8467
H -5.1217 -1.1399 0.8101
N 1.1933 -0.8414 2.1997
C 2.1506 -0.9356 2.8667
N 3.2134 -1.0994 3.5509
C 3.6621 -0.6582 4.6887
N 4.1452 -0.3180 5.6939
*
```

Results
E_HOMO (alpha / beta): 0.638 / -2.660 eV
Expectation value of S²: 0.776
Orbital gap (alpha / beta): 3.181 / 6.479 eV
DFT total energy: -7211.32455 hartree

Results of the Mulliken charge analysis, in e, for atoms 1 through 5:
1. Hg 1.673
2. Cl -0.147
3. C 1.394
4. Cl -0.251
5. H 0.484

***

This record from the OMol25 dataset describes 19 unconnected molecules or ions with the total composition C31H61Cl36N3O4S2Si at a distorted geometry. The level of theory is the ωB97M-V functional and the def2-TZVPD basis.

ORCA input file:
```
! RIJCOSX wB97M-V def2-TZVPD def2/J DEFGRID3
* xyz 0 1
C -4.5513 0.5536 -4.6187
C -3.8102 1.8715 -4.4481
O -2.6026 1.8486 -5.1983
C -3.4995 2.1558 -2.9401
N -2.0973 2.0411 -2.5722
C -1.7236 2.7342 -1.3452
C -1.8543 1.9199 -0.0702
O -3.2307 1.5494 0.0878
Si -3.5522 -0.0499 0.3550
C -2.5456 -1.2404 -0.6986
C -3.1051 -2.6548 -0.5026
C -2.0273 -3.7383 -0.7517
S -0.9928 -3.4040 -2.1967
C 0.6503 -3.0992 -1.6460
S 1.3519 -3.9684 -0.4508
N 1.3558 -2.1085 -2.2999
C 2.6866 -1.8247 -2.1114
C 3.0000 -0.8473 -2.9361
N 1.8607 -0.4635 -3.6519
C 0.9276 -1.2080 -3.2582
C -3.4829 -0.5177 2.2068
O -2.6863 0.3868 2.9833
O -2.0223 -0.3484 4.0084
H -3.8848 -0.2526 -4.3003
H -5.4681 0.5562 -4.0327
H -4.8076 0.4167 -5.6688
H -4.4380 2.6899 -4.7980
H -2.3553 0.9223 -5.2796
H -4.0716 1.4266 -2.3441
H -3.8993 3.1212 -2.6546
H -1.7908 1.0786 -2.5596
H -0.7030 3.1058 -1.4855
H -2.3375 3.6268 -1.2190
H -1.6087 2.5876 0.7630
H -1.1474 1.0868 -0.0083
H -4.9748 -0.2496 -0.0141
H -2.5346 -0.9448 -1.7431
H -1.5407 -1.2739 -0.2691
H -3.9969 -2.8318 -1.1014
H -3.4002 -2.7911 0.5408
H -2.4788 -4.7219 -0.8405
H -1.3807 -3.7816 0.1207
H 3.3785 -2.2815 -1.4347
H 3.9712 -0.4047 -3.0380
H -0.0914 -1.1666 -3.6038
H -3.1841 -1.5619 2.3256
H -4.5222 -0.4553 2.5600
H -1.3739 -0.8773 3.5193
C 7.1047 0.4153 -2.4297
Cl 6.0277 -0.2185 -1.1803
Cl 6.2730 0.5397 -3.9896
H 7.4412 1.3998 -2.1319
H 7.9521 -0.2523 -2.5378
C 6.7582 4.9138 -2.3546
Cl 6.1293 4.9984 -0.6953
Cl 8.2596 3.9920 -2.4893
H 6.0090 4.4412 -2.9794
H 6.9485 5.9235 -2.6979
C 10.0165 3.9529 1.7920
Cl 8.5649 4.4526 0.9181
Cl 11.4533 4.8210 1.2242
H 9.8810 4.1605 2.8474
H 10.1697 2.8931 1.6353
C -5.3356 5.7024 -0.5693
Cl -4.0702 4.7368 0.2057
Cl -5.9846 4.9022 -2.0055
H -6.1413 5.8502 0.1410
H -4.9100 6.6530 -0.8625
C 0.3470 -6.3688 2.9451
Cl -1.0986 -5.6496 2.2309
Cl 1.8163 -5.7089 2.2297
H 0.3650 -6.1367 4.0039
H 0.3176 -7.4420 2.7913
C 6.2502 -1.8403 2.0136
Cl 7.5634 -2.6123 2.9146
Cl 5.4995 -2.9604 0.8658
H 5.4938 -1.4988 2.7184
H 6.6550 -0.9932 1.4681
C 14.8808 5.8353 2.9929
Cl 14.1704 6.0341 4.5986
Cl 16.3779 4.8966 3.0483
H 14.1681 5.3173 2.3617
H 15.0999 6.8157 2.5867
C 4.0059 -9.0709 0.7101
Cl 4.3012 -7.5038 -0.0470
Cl 2.2981 -9.2905 1.1189
H 4.2986 -9.8524 0.0190
H 4.5921 -9.1355 1.6192
C -0.3870 -3.5841 6.0203
Cl -1.5365 -2.9793 4.8211
Cl -0.4491 -5.3480 6.1485
H 0.6129 -3.2906 5.7221
H -0.6308 -3.1568 6.9858
C -2.8525 -5.8679 -5.1526
Cl -3.8457 -4.8739 -4.0825
Cl -1.7285 -4.8791 -6.0905
H -2.2802 -6.5639 -4.5503
H -3.5026 -6.4056 -5.8325
C -2.2452 7.7037 -1.4274
Cl -2.6375 7.2088 -3.0755
Cl -3.4274 8.8610 -0.7919
H -2.2474 6.8244 -0.7918
H -1.2669 8.1693 -1.4223
C -9.3584 3.2813 -0.6490
Cl -10.1663 3.1025 0.9148
Cl -7.8710 2.3390 -0.7280
H -10.0304 2.9424 -1.4285
H -9.1138 4.3280 -0.7941
C 9.3384 -0.2022 0.6949
Cl 8.3366 0.7917 1.7590
Cl 10.2155 0.7880 -0.4807
H 10.0541 -0.7467 1.2994
H 8.6954 -0.8950 0.1607
C 0.0361 -2.3100 -8.0004
Cl -0.9571 -1.3019 -6.9407
Cl 1.1722 -1.3465 -8.9477
H 0.5967 -3.0076 -7.3884
H -0.6173 -2.8459 -8.6791
C -7.0732 -1.1690 4.3465
Cl -6.6807 -1.5764 2.6726
Cl -8.4054 -0.0092 4.4408
H -7.3765 -2.0804 4.8656
H -6.1951 -0.7291 4.8084
C -10.6385 6.3739 3.2300
Cl -11.6852 7.5850 3.9786
Cl -9.5635 7.0915 2.0242
H -10.0341 5.9110 4.0010
H -11.2577 5.6306 2.7417
C -6.4860 -5.6645 4.5040
Cl -6.9584 -6.0833 2.8562
Cl -7.4137 -4.2870 5.1214
H -6.6652 -6.5180 5.1479
H -5.4383 -5.4031 4.5087
C 4.0137 0.1967 5.4260
Cl 4.1609 -1.1934 6.5054
Cl 5.2956 0.2146 4.2051
H 3.0565 0.1463 4.9206
H 4.0808 1.1047 6.0133
*
```

Results
E_HOMO: -8.078 eV
Orbital gap: 7.685 eV
DFT total energy: -19335.60941 hartree

Results of the Mulliken charge analysis, in e, for atoms 1 through 5:
1. C -1.357
2. C 0.071
3. O -0.525
4. C 0.769
5. N -0.138

***

This record from the OMol25 dataset describes 2 unconnected molecules or ions with the total composition C3H8O. The level of theory is the ωB97M-V functional and the def2-TZVPD basis.

ORCA input file:
```
! RIJCOSX wB97M-V def2-TZVPD def2/J DEFGRID3
* xyz 0 1
C 0.3762 -0.3210 1.1776
C -0.5440 0.0920 0.0480
C -0.2963 1.4452 -0.5845
O -1.4416 -0.6271 -0.3373
H 0.2520 -1.3861 1.3823
H 1.4213 -0.1064 0.9318
H 0.1318 0.2442 2.0854
H 0.7741 1.6510 -0.6773
H -0.7719 1.4753 -1.5667
H -0.7330 2.2336 0.0391
H 0.7624 -2.4604 -1.3264
H 0.0689 -2.2402 -1.1720
*
```

Results
E_HOMO: -9.747 eV
Orbital gap: 10.762 eV
DFT total energy: -194.30377 hartree
SMILES: CC(C)=O.[H][H]

Results of the Mulliken charge analysis, in e, for atoms 1 through 5:
1. C -1.008
2. C 0.754
3. C -1.091
4. O -0.535
5. H 0.287

***

This record from the OMol25 dataset describes 4 unconnected molecules or ions with the total composition C30H59I3N5O8S at a distorted geometry. The level of theory is the ωB97M-V functional and the def2-TZVPD basis.

ORCA input file:
```
! RIJCOSX wB97M-V def2-TZVPD def2/J DEFGRID3
* xyz 1 1
C 0.0374 -0.7587 5.5499
C -0.2085 -0.8419 3.9967
I 0.0145 -2.7652 3.0707
C -0.5184 0.2805 3.2902
I -0.7109 2.2336 4.1745
C -0.7251 0.1854 1.7583
C 0.4714 0.6060 1.0087
I 2.2553 1.3331 1.9964
C 0.5015 0.5630 -0.4614
O 1.5838 0.9889 -1.1707
C 2.4510 -0.0956 -1.6221
C 2.4904 -1.3700 -0.7018
C 3.9266 -2.0372 -0.9387
O 1.5316 -2.3422 -1.1571
C -0.7633 0.0371 -1.0970
C -0.7115 -0.0025 -2.6570
C -1.4916 1.2489 -3.2643
O -1.2750 1.5131 -4.4217
C -1.9125 -0.3783 -0.2830
C -3.1289 -0.9500 -1.0989
C -3.5280 -2.4553 -0.6768
C -2.2843 -3.3555 -0.3270
C -1.3993 -3.6756 -1.6134
N -1.7062 -5.0065 -2.2182
N -1.9053 -0.2710 1.1402
S -3.2884 -0.7084 2.1250
C -4.8920 -0.1008 1.4022
O -3.2973 -2.1592 2.3375
O -3.3149 -0.1031 3.4529
H -0.0749 -1.7660 6.0258
H 1.0434 -0.2923 5.7312
H -0.7477 -0.0754 5.9648
H 3.4975 0.3291 -1.6342
H 2.2535 -0.3967 -2.6941
H 2.4363 -1.1668 0.3968
H 4.0386 -2.3247 -2.0189
H 4.0212 -2.9334 -0.2660
H 4.7375 -1.2946 -0.6902
H 1.9828 -3.1258 -1.5116
H 0.3182 0.0579 -3.0797
H -1.1682 -0.9422 -3.0840
H -2.1804 1.9057 -2.6605
H -4.0244 -0.2616 -1.0654
H -2.9124 -1.0498 -2.1936
H -4.3114 -2.4893 0.1174
H -4.0007 -2.9200 -1.5954
H -2.7073 -4.3517 0.0071
H -1.6855 -2.9860 0.5520
H -1.6065 -2.8769 -2.3690
H -0.3341 -3.7364 -1.2800
H -2.4586 -4.9327 -2.9010
H -1.9157 -5.6860 -1.4872
H -5.4817 -0.9232 0.9316
H -5.5297 0.3860 2.1789
H -4.5897 0.7056 0.6705
C 4.7902 7.0206 0.7136
C 4.4609 6.6462 2.1561
C 3.9977 5.1866 2.3235
O 2.6605 4.9401 1.9053
C 2.5028 4.7629 0.5084
N 3.4691 7.5927 2.6779
H 3.8971 7.1913 0.1106
H 5.3712 7.9445 0.6865
H 5.3851 6.2409 0.2307
H 5.3816 6.7626 2.7369
H 4.0163 4.9501 3.3926
H 4.6900 4.4868 1.8377
H 3.3613 4.2563 0.0580
H 2.3285 5.7242 0.0212
H 1.6133 4.1480 0.3480
H 3.3277 7.4069 3.6684
H 2.5716 7.3550 2.2581
C -3.6344 3.0131 -6.1197
C -3.7178 3.7989 -7.4252
C -3.0624 5.1909 -7.3499
O -3.8302 6.1667 -6.6595
C -3.7239 6.1111 -5.2488
N -5.1229 3.8838 -7.8401
H -4.3556 3.3583 -5.3760
H -3.8469 1.9566 -6.2999
H -2.6362 3.0795 -5.6839
H -3.1731 3.2246 -8.1816
H -2.9625 5.5694 -8.3720
H -2.0469 5.1357 -6.9382
H -2.7226 5.8138 -4.9233
H -4.4757 5.4332 -4.8377
H -3.9339 7.1093 -4.8588
H -5.1674 4.3162 -8.7600
H -5.5779 4.5638 -7.2327
C 2.5001 -7.3132 6.4464
C 1.5180 -6.9309 5.3426
C 1.9755 -7.3561 3.9346
O 2.9941 -6.5384 3.3742
C 4.3060 -6.8401 3.8218
N 1.2605 -5.4877 5.4138
H 3.3674 -6.6522 6.4831
H 2.0143 -7.2519 7.4224
H 2.8567 -8.3380 6.3177
H 0.5800 -7.4557 5.5512
H 1.1185 -7.2564 3.2598
H 2.2696 -8.4121 3.9092
H 4.4436 -7.9098 4.0001
H 4.5400 -6.2701 4.7233
H 5.0047 -6.5251 3.0438
H 0.5294 -5.2535 4.7457
H 2.0846 -5.0147 5.0445
*
```

Results
E_HOMO: -10.564 eV
Orbital gap: 5.973 eV
DFT total energy: -3344.93726 hartree

Results of the Mulliken charge analysis, in e, for atoms 1 through 5:
1. C -1.255
2. C 0.994
3. I 0.204
4. C -2.309
5. I 0.222

***

This record from the OMol25 dataset describes a single C23H28N2O4 molecule. The level of theory is the ωB97M-V functional and the def2-TZVPD basis.

ORCA input file:
```
! RIJCOSX wB97M-V def2-TZVPD def2/J DEFGRID3
* xyz 0 1
C 5.6797 -0.4017 2.9629
C 4.6388 0.3776 2.1658
O 3.4675 -0.3733 1.9177
C 2.5863 -0.6178 2.9447
C 2.6123 -0.0164 4.1909
C 1.6464 -0.3288 5.1372
C 0.6530 -1.2418 4.8462
C 0.6124 -1.8521 3.6031
C 1.5699 -1.5492 2.6482
N 1.5992 -2.1153 1.3708
C 0.7208 -2.9754 0.7866
O -0.2503 -3.4458 1.3418
C 1.0763 -3.2820 -0.6741
N 0.3947 -2.4991 -1.6838
C -0.9601 -2.8870 -2.0235
C -2.0362 -2.3011 -1.1035
C -1.9180 -0.7763 -1.0191
C -2.3397 -0.0999 -2.3157
O -2.6986 -0.7229 -3.2917
C -2.2908 1.3834 -2.3435
C -2.4186 2.1908 -1.2173
C -2.3834 3.5693 -1.3197
C -2.2091 4.1757 -2.5612
O -2.1516 5.5140 -2.7728
C -2.2852 6.3831 -1.6734
C -2.0869 3.3713 -3.6983
C -2.1376 2.0029 -3.5877
C -0.4813 -0.3946 -0.6339
C 0.5191 -1.0620 -1.5889
H 5.2958 -0.6673 3.9448
H 5.9402 -1.3172 2.4373
H 6.5745 0.2023 3.0841
H 5.0258 0.6058 1.1684
H 4.3932 1.3241 2.6620
H 3.3756 0.7031 4.4420
H 1.6830 0.1499 6.1040
H -0.0952 -1.4859 5.5842
H -0.1564 -2.5673 3.3639
H 2.3757 -1.7798 0.8162
H 0.8329 -4.3312 -0.8577
H 2.1545 -3.1452 -0.8224
H -1.0229 -3.9764 -2.0171
H -1.1422 -2.5403 -3.0451
H -3.0175 -2.5700 -1.4964
H -1.9329 -2.7246 -0.1038
H -2.6005 -0.4154 -0.2402
H -2.5747 1.7535 -0.2428
H -2.4978 4.1614 -0.4252
H -1.4828 6.2346 -0.9437
H -2.2162 7.3891 -2.0838
H -3.2543 6.2602 -1.1798
H -1.9596 3.8532 -4.6547
H -2.0542 1.3781 -4.4642
H -0.3422 0.6873 -0.6733
H -0.3013 -0.7214 0.3911
H 1.5423 -0.8117 -1.2948
H 0.3514 -0.6627 -2.5967
*
```

Results
E_HOMO: -8.004 eV
Orbital gap: 8.604 eV
DFT total energy: -1303.70717 hartree
SMILES: CCOc1ccccc1NC(=O)CN1CCC(C(=O)c2ccc(OC)cc2)CC1

Results of the Mulliken charge analysis, in e, for atoms 1 through 5:
1. C -1.091
2. C -0.498
3. O -0.440
4. C 0.955
5. C -0.586

***

Question: What is the DFT total energy in the fifth record?
Answer: -1303.70717 hartree

***

Question: The highest DFT total energy belongs to which entry?
Answer: C3H8O